# 1
Molecular formula: C13H23F5NNdO2P2
Method: DFT, ωB97M-V with the def2-TZVPD basis set

```
47
C13H23F5NNdO2P2, DFT ωB97M-V with the def2-TZVPD basis set
Nd 0.181 1.053 -0.151
P -2.506 0.958 -1.022
P 2.338 -0.836 0.296
F -1.424 0.525 2.382
F -0.296 3.322 2.205
F -0.981 1.773 4.144
F 0.400 0.140 3.604
F 1.605 2.391 2.853
O -0.018 3.552 -0.374
O 1.645 2.273 -1.730
N -0.132 -0.729 -1.844
C -0.389 1.137 3.112
C 0.420 2.070 2.260
C -0.050 -2.784 -3.722
C 2.304 -0.687 -1.567
C 1.058 -1.267 -2.232
C -4.012 0.928 -0.002
C -1.266 -2.265 -3.288
C 1.123 -2.280 -3.184
C 4.111 -0.542 0.605
C 2.239 -2.637 0.567
C -2.998 2.091 -2.371
C -1.290 -1.234 -2.354
C -2.627 -0.665 -1.906
H 1.528 -3.114 -0.117
H 4.509 0.222 -0.073
H -0.598 4.260 -0.743
H 3.196 -1.205 -1.954
H -3.113 -1.371 -1.203
H -4.073 1.981 -2.579
H -3.292 -0.529 -2.781
H 2.107 -2.657 -3.467
H 3.220 -3.120 0.458
H 1.812 2.407 -2.676
H -2.426 1.873 -3.284
H -3.878 1.647 0.819
H -2.795 3.127 -2.060
H 4.222 -0.183 1.636
H -2.219 -2.613 -3.680
H -4.893 1.213 -0.595
H 1.888 -2.808 1.594
H 4.699 -1.463 0.495
H -0.023 -3.573 -4.477
H -0.080 3.631 0.641
H 1.174 3.109 -1.369
H 2.375 0.428 -1.807
H -4.154 -0.074 0.427
```

expectation value of S² = 3.7563
multiplicity = 4
energy above the lowest of the compared OMol25 structures with the same formula, charge and spin = 0.00 kJ/mol
frontier orbital gap (spin up / spin down) = 8.3 / 8.7 eV
net charge = +2
lowest unoccupied orbital energy (spin up / spin down) = -7.0372 / -6.6011 eV

# 2
Molecular formula: C12H25N3O5V
Method: DFT, ωB97M-V with the def2-TZVPD basis set

```
46
C12H25N3O5V, DFT ωB97M-V with the def2-TZVPD basis set
V 0.097 0.458 -0.391
O 1.215 0.210 1.447
O 0.272 0.985 -2.596
O 0.464 -1.772 -0.941
O 1.944 1.292 -1.335
O -1.964 -0.210 -0.124
N 1.845 1.126 3.395
N -0.056 -3.811 -1.705
N -0.222 2.747 0.284
C 1.486 1.346 -2.526
C -0.148 -4.610 -2.917
C -0.707 5.266 0.026
C 2.055 0.369 2.317
C 2.905 1.398 4.353
C -3.214 -0.727 -0.313
C 0.711 -2.704 -1.676
C -1.222 -3.872 -0.833
C -0.457 3.861 0.192
C -3.814 -1.564 0.802
C 2.330 1.630 -3.735
C 0.552 1.818 3.583
H -1.228 -3.061 -0.114
H 2.186 0.915 -4.536
H -0.563 5.588 -1.000
H -4.835 -1.857 0.510
H 3.579 0.556 4.479
H -3.289 -2.515 0.918
H 0.199 1.449 4.546
H -0.128 -5.651 -2.596
H 3.356 1.697 -3.381
H -0.140 1.600 2.783
H -3.916 0.087 -0.560
H 0.763 2.885 3.663
H -4.016 -1.045 1.744
H -1.677 5.495 0.471
H 2.533 1.742 5.315
H 1.572 -2.804 -2.347
H 3.060 -0.069 2.313
H -1.302 -4.827 -0.307
H 1.986 2.610 -4.076
H -2.130 -3.826 -1.442
H -1.016 -4.386 -3.534
H -0.007 5.837 0.644
H 0.721 -4.499 -3.568
H -3.251 -1.404 -1.190
H 3.472 2.249 3.958
```

expectation value of S² = 3.7543
multiplicity = 4
energy above the lowest of the compared OMol25 structures with the same formula, charge and spin = 0.00 kJ/mol
frontier orbital gap (spin up / spin down) = 6.3 / 7.1 eV
lowest unoccupied orbital energy (spin up / spin down) = 0.4428 / 0.4397 eV

# 3
Molecular formula: C16H32NO9PS4
Method: DFT, ωB97M-V with the def2-TZVPD basis set

```
63
C16H32NO9PS4, DFT ωB97M-V with the def2-TZVPD basis set
S -7.523 0.000 0.933
S 1.974 -1.720 4.083
S 4.106 2.262 -3.346
S 2.793 2.440 2.780
P 0.812 -3.457 -1.202
O -3.272 -1.058 -1.203
O -6.643 0.376 2.088
O 1.958 -0.226 3.959
O 2.367 -3.985 -1.872
O 2.619 -1.041 -2.921
O -0.439 -4.458 -1.902
O -3.162 -1.142 -2.498
O -1.736 1.500 -1.831
O 3.743 3.567 -2.702
N 0.881 -3.746 0.418
C -0.747 -0.856 -1.081
C 1.983 0.807 -1.114
C 3.171 2.138 -4.889
C 3.467 -2.174 4.998
C -8.151 1.533 0.207
C 0.730 2.957 0.068
C -0.726 0.805 -1.281
C 1.825 -0.651 -1.919
C 0.535 -1.578 -1.395
C 0.091 2.751 1.599
C 5.724 2.472 -4.126
C 0.810 -2.170 5.393
C -6.444 -0.434 -0.453
C 1.034 1.798 2.563
C -2.070 -1.651 -0.529
C 0.693 1.530 -0.772
H 3.522 -1.605 5.929
H -7.322 2.211 -0.010
H -7.048 -0.597 -1.349
H -8.828 2.005 0.923
H 3.281 1.828 3.972
H -0.202 -1.934 5.054
H 0.883 -3.241 5.594
H 4.338 -1.942 4.380
H 1.029 -1.601 6.299
H 3.453 -3.245 5.213
H 2.384 -3.661 -2.836
H 0.041 3.849 2.065
H 3.037 1.221 -0.801
H -0.651 -5.179 -1.209
H 1.123 0.696 2.149
H -0.969 2.252 1.538
H -8.699 1.305 -0.711
H 0.149 -4.435 0.700
H 0.546 1.729 3.631
H -5.721 0.366 -0.629
H 3.498 1.257 -5.445
H 3.320 3.038 -5.490
H 0.196 3.825 -0.515
H 6.473 2.608 -3.342
H 2.110 2.037 -4.645
H 1.879 3.258 0.160
H -5.911 -1.355 -0.204
H 5.716 3.352 -4.774
H -2.105 -2.794 -0.777
H -3.662 -1.957 -2.837
H -2.232 -1.460 0.617
H 5.968 1.580 -4.707
```

frontier orbital gap = 6.6 eV
lowest unoccupied orbital energy = -1.7149 eV

# 4
Molecular formula: C10H14BrNO
Method: DFT, ωB97M-V with the def2-TZVPD basis set

```
27
C10H14BrNO, DFT ωB97M-V with the def2-TZVPD basis set
Br -3.688 -1.195 -0.028
O -0.587 1.743 -0.149
N -3.893 2.525 -0.596
C 0.510 -0.358 -0.472
C -0.719 -1.289 -0.197
C -1.799 1.169 -0.060
C -1.968 -0.576 -0.447
C 0.340 0.818 1.984
C 1.775 -1.093 -0.297
C -2.943 1.886 -0.429
C 1.660 1.887 0.087
C -0.635 -2.448 -1.178
C 0.503 0.987 0.442
H 2.511 1.693 0.795
H 0.119 -3.131 -0.809
H 1.414 2.940 0.128
H -1.582 -2.881 -1.311
H -0.701 0.805 2.264
H -0.111 -2.068 -2.109
H 2.413 -0.244 -0.279
H 1.887 -1.658 0.604
H 1.998 1.685 -0.964
H -0.486 -1.594 0.933
H 0.500 1.782 2.417
H 2.101 -1.531 -1.141
H 0.405 -0.001 -1.566
H 0.977 0.149 2.379
```

SMILES = C[C@@H]1C(Br)=C(C#N)OC(C)(C)[C@H]1C
energy above the lowest of the compared OMol25 structures with the same formula, charge and spin = 257.41 kJ/mol
frontier orbital gap (spin up / spin down) = 7.9 / 7.7 eV
lowest unoccupied orbital energy (spin up / spin down) = -0.5795 / -0.6268 eV

# 5
Molecular formula: C5H15N2
Method: DFT, ωB97M-V with the def2-TZVPD basis set

```
22
C5H15N2, DFT ωB97M-V with the def2-TZVPD basis set
N -0.779 -2.564 -1.018
N 1.263 -0.927 -0.626
C 0.059 2.366 1.873
C -1.181 -1.161 -0.598
C 0.040 -0.414 0.025
C -0.142 1.060 -0.290
C 0.782 2.006 0.622
H -0.872 2.901 1.689
H 1.186 2.784 -0.014
H -1.991 -1.251 0.129
H -1.616 -0.594 -1.412
H 0.056 -0.464 1.116
H -1.124 1.383 0.073
H -1.209 -3.221 -0.363
H 0.677 3.024 2.492
H -0.100 1.494 2.510
H -0.105 1.237 -1.366
H 0.247 -2.517 -0.975
H 1.860 -1.534 -0.066
H -1.115 -2.792 -1.945
H 1.607 1.312 0.828
H 1.816 -0.116 -0.836
```

SMILES = CCC[C@H](N)C[NH3+]
energy above the lowest of the compared OMol25 structures with the same formula, charge and spin = 80.22 kJ/mol
frontier orbital gap = 11.0 eV
net charge = +1
lowest unoccupied orbital energy = -3.4005 eV

# 6
Molecular formula: C50H92FNO9Si
Method: DFT, ωB97M-V with the def2-TZVPD basis set

```
154
C50H92FNO9Si, DFT ωB97M-V with the def2-TZVPD basis set
Si 5.401 3.650 -0.486
F -0.733 -6.355 -6.955
O 4.738 -2.623 -1.037
O -0.401 -3.500 -7.093
O 5.847 -7.544 -8.495
O -2.445 4.120 5.525
O 1.961 2.007 5.764
O 1.104 -5.066 -6.517
O -8.857 0.717 7.975
O -6.911 4.983 5.844
O -7.903 3.312 1.809
N 0.697 -3.359 -5.042
C 0.827 -0.080 -3.743
C 0.751 -0.797 -5.098
C -10.588 0.405 9.556
C 7.704 -7.058 -9.878
C 5.673 5.228 0.509
C -7.576 2.886 -0.494
C 4.877 -4.118 -2.865
C 1.031 2.705 6.599
C 2.792 -7.014 -7.962
C 3.585 0.107 0.636
C 6.647 -6.571 -7.821
C -6.967 4.072 4.739
C 4.231 4.018 -1.926
C -8.356 1.724 0.116
C 2.226 0.005 -3.135
C 4.505 2.356 0.553
C -9.570 -0.721 9.712
C 5.963 -3.054 -3.013
C -6.372 4.320 6.990
C -2.440 3.694 4.160
C 3.146 0.344 1.933
C 3.377 1.569 2.540
C -8.830 -0.652 8.383
C 0.527 -6.035 -7.377
C 1.396 -7.261 -7.353
C 5.453 -1.962 -2.082
C 7.055 3.013 -1.103
C -7.783 3.976 0.550
C -9.784 1.444 8.786
C -6.152 2.854 5.150
C 0.350 -3.966 -6.293
C -1.309 -4.341 -4.180
C -8.071 1.908 1.601
C 8.034 -6.644 -8.447
C -2.558 6.055 4.166
C 4.062 2.574 1.857
C 0.244 1.643 7.352
C -2.699 5.528 5.587
C 3.206 0.891 -3.915
C 1.277 0.524 7.475
C -0.336 -3.341 -4.157
C 6.532 -8.006 -9.662
C 3.052 2.394 -3.567
C 4.523 -3.992 -1.388
C -3.006 4.849 3.345
C 1.507 -2.121 -5.224
C 4.265 1.110 -0.043
C 2.005 0.629 6.142
C -6.357 2.834 6.662
C 4.383 3.040 -3.122
H 5.176 -4.616 -0.769
H 1.208 -0.123 -5.827
H -3.715 5.682 5.965
H -6.475 1.940 4.653
H -2.329 -4.161 -4.486
H -7.322 2.383 6.899
H -0.286 -0.894 -5.418
H -5.585 2.290 7.204
H 3.168 0.720 -4.991
H 6.103 -2.706 -4.035
H -8.013 3.808 4.561
H 0.894 -8.035 -7.932
H 0.494 0.949 -3.915
H 4.248 3.512 2.363
H 3.401 -0.829 0.125
H -0.138 1.999 8.307
H 4.276 5.063 -2.236
H 0.146 -0.489 -2.995
H 1.898 -2.177 -6.240
H 6.659 5.658 0.333
H -7.145 1.401 1.893
H -11.435 0.063 8.956
H 7.383 -6.187 -10.454
H 8.579 -5.704 -8.375
H -3.150 6.952 3.989
H 0.395 3.339 5.979
H -4.097 4.796 3.324
H -10.403 2.073 8.146
H 6.254 -1.363 -1.646
H -9.218 2.091 9.465
H 0.479 -5.632 -8.392
H 4.209 0.606 -3.587
H 4.773 3.622 -3.958
H 1.500 0.040 5.368
H 2.375 -2.181 -4.570
H 1.963 0.738 8.298
H -7.794 -0.985 8.456
H -9.334 -1.252 7.617
H -6.517 2.628 -0.566
H 6.971 2.088 -1.674
H -10.017 -1.697 9.896
H 0.842 -0.460 7.642
H 4.764 -1.291 -2.605
H -5.095 3.014 4.921
H 2.294 2.514 -2.794
H 4.617 0.926 -1.053
H 1.503 -7.636 -6.336
H 6.877 -9.029 -9.479
H -0.313 -2.597 -3.362
H -1.513 6.287 3.949
H 3.487 -4.259 -1.175
H 2.603 -0.426 2.466
H -0.603 1.306 6.751
H 3.056 1.782 3.552
H 5.201 -5.120 -3.138
H -9.423 1.846 -0.081
H 4.013 -3.860 -3.483
H 6.651 -6.788 -6.752
H -8.706 4.534 0.362
H 1.596 3.344 7.286
H 5.125 2.277 -2.890
H -8.889 -0.496 10.535
H -5.356 4.696 7.162
H 7.438 3.760 -1.805
H 3.580 -7.201 -7.241
H 2.968 -7.708 -8.783
H 8.534 -7.526 -10.405
H -6.954 4.685 0.595
H 5.571 5.061 1.581
H -0.973 -5.347 -3.948
H 2.738 2.914 -4.474
H -6.980 4.559 7.864
H 2.114 0.463 -2.148
H 2.642 -0.983 -2.929
H 6.917 -3.443 -2.651
H 2.897 -6.017 -8.388
H 7.787 2.902 -0.306
H -8.879 1.546 2.238
H 3.235 3.875 -1.497
H 6.195 -5.585 -7.973
H 5.837 -8.021 -10.503
H -2.645 4.855 2.318
H -6.581 4.558 3.845
H -1.996 5.989 6.283
H -8.051 0.746 -0.254
H 4.911 5.957 0.228
H -3.031 2.782 4.067
H -7.923 3.178 -1.484
H -1.407 3.469 3.869
H -10.973 0.785 10.501
H 3.045 0.305 6.198
H 8.627 -7.421 -7.960
```

SMILES = C=CN(CCCCCCCC[Si](C)(C)c1ccccc1)C(=O)O[C@H](F)CC.C1CCOC1.C1CCOC1.C1CCOC1.C1CCOC1.C1CCOC1.C1CCOC1.C1CCOC1
frontier orbital gap = 7.3 eV
lowest unoccupied orbital energy = 0.4887 eV

So what do the calculations give for max |F|? Going down the list: 2.705; 3.626; 8.760; 6.916; 3.329; 1.649 eV/Å.